Entry 1:
Below is a cluster of 38 separate species, C12H93BBrClFO44S2 in total, with properties calculated with ωB97M-V/def2-TZVPD.

Cartesian coordinates (Å):
C (-2.496, 3.646, -6.002)
O (-2.966, 2.687, -5.061)
C (-1.880, 2.161, -4.301)
C (-2.415, 1.007, -3.440)
C (-3.276, 0.062, -4.297)
C (-2.716, -0.248, -5.680)
O (-3.285, 0.026, -6.679)
F (-1.505, -0.862, -5.725)
O (-3.396, 1.625, -2.603)
B (-2.702, 2.085, -1.382)
C (-3.540, 2.170, 0.051)
C (-2.938, 1.322, 1.143)
O (-3.411, 0.261, 1.454)
Br (-1.316, 1.963, 2.043)
O (-1.356, 1.426, -1.401)
C (-1.459, 0.426, -2.337)
S (-2.367, -0.916, -1.350)
C (-0.147, -0.264, -2.734)
C (0.879, 0.611, -3.483)
C (1.176, 1.990, -2.877)
C (1.588, 1.944, -1.398)
S (1.413, 3.651, -0.784)
O (2.300, 4.538, -1.528)
O (0.045, 4.098, -0.870)
Cl (1.904, 3.682, 1.219)
H (-2.715, 3.252, -7.000)
H (-1.429, 3.843, -5.917)
H (-3.007, 4.600, -5.856)
H (-1.462, 2.980, -3.713)
H (-1.135, 1.791, -5.028)
H (-4.224, 0.565, -4.458)
H (-3.506, -0.888, -3.807)
H (-2.440, 3.268, -1.615)
H (-3.430, 3.201, 0.391)
H (-4.612, 1.978, -0.028)
H (-2.726, -1.900, -2.213)
H (0.274, -0.742, -1.850)
H (-0.423, -1.076, -3.413)
H (1.827, 0.056, -3.463)
H (0.635, 0.707, -4.544)
H (0.339, 2.684, -2.961)
H (2.002, 2.454, -3.429)
H (0.942, 1.340, -0.754)
H (2.623, 1.650, -1.216)
O (-0.060, -2.573, 0.928)
H (-0.494, -3.418, 1.077)
H (-0.752, -1.917, 1.073)
O (2.853, -2.603, 0.920)
H (3.003, -3.549, 0.794)
H (1.935, -2.473, 0.641)
O (1.463, 3.894, 4.596)
H (2.016, 3.106, 4.610)
H (1.342, 4.070, 3.655)
O (2.236, -3.034, 3.900)
H (2.842, -3.781, 4.007)
H (2.119, -2.948, 2.946)
O (1.615, 0.286, 2.056)
H (0.929, 0.123, 2.714)
H (2.287, -0.378, 2.246)
O (3.997, 4.926, -4.106)
H (3.256, 4.817, -3.494)
H (4.576, 4.188, -3.897)
O (3.134, -5.937, 0.691)
H (3.745, -6.678, 0.783)
H (3.010, -5.855, -0.260)
O (1.071, -3.236, -3.002)
H (1.873, -3.376, -2.490)
H (1.261, -3.631, -3.859)
O (5.945, -6.525, 0.525)
H (5.758, -5.619, 0.798)
H (6.732, -6.766, 1.029)
O (-1.645, -1.431, 3.554)
H (-1.763, -2.386, 3.548)
H (-2.164, -1.115, 2.799)
O (-5.098, 4.635, -0.917)
H (-5.112, 5.560, -0.657)
H (-5.460, 4.631, -1.807)
O (-3.006, -3.513, -5.211)
H (-2.635, -2.624, -5.193)
H (-2.480, -3.977, -5.875)
O (4.000, -0.288, -2.024)
H (4.764, -0.305, -1.436)
H (3.731, -1.210, -2.072)
O (2.042, 6.880, 4.390)
H (1.835, 5.942, 4.273)
H (1.598, 7.319, 3.655)
O (-5.458, 2.777, -7.200)
H (-6.181, 2.660, -6.579)
H (-4.812, 2.108, -6.936)
O (-0.731, 6.968, 6.117)
H (-0.997, 7.769, 5.651)
H (0.106, 6.731, 5.704)
O (-0.240, 5.725, -6.574)
H (0.150, 6.603, -6.568)
H (0.251, 5.252, -7.265)
O (-2.842, -5.310, -7.812)
H (-3.299, -6.147, -7.638)
H (-3.538, -4.651, -7.744)
O (3.320, -4.953, 5.588)
H (2.650, -4.790, 6.269)
H (3.548, -5.881, 5.688)
O (7.709, -4.599, -0.686)
H (8.079, -4.145, -1.450)
H (7.681, -5.524, -0.949)
O (-4.651, -1.026, 4.001)
H (-5.489, -1.348, 3.650)
H (-4.196, -0.665, 3.226)
O (-1.826, 1.728, 5.133)
H (-1.908, 0.825, 4.800)
H (-2.593, 1.844, 5.701)
O (1.494, -5.398, 7.782)
H (1.008, -6.208, 7.967)
H (0.818, -4.717, 7.863)
O (-1.411, 6.538, 9.395)
H (-0.892, 5.727, 9.422)
H (-1.510, 6.716, 8.450)
O (0.319, 9.567, 5.275)
H (0.239, 10.462, 5.619)
H (1.064, 9.188, 5.755)
O (-4.627, -3.954, 3.802)
H (-4.693, -3.013, 4.033)
H (-5.047, -4.022, 2.939)
O (-3.177, 5.623, 11.442)
H (-4.024, 5.460, 11.020)
H (-2.622, 5.986, 10.730)
O (7.474, -8.831, 1.632)
H (7.621, -9.771, 1.504)
H (6.559, -8.710, 1.356)
O (-5.138, -6.683, -6.984)
H (-5.559, -7.533, -6.821)
H (-5.850, -6.041, -6.895)
O (5.676, 7.587, -4.066)
H (6.413, 7.491, -3.457)
H (5.308, 6.695, -4.137)
O (-5.340, -2.510, 6.730)
H (-5.024, -2.061, 5.937)
H (-5.338, -3.440, 6.483)
O (5.785, -2.054, -0.010)
H (5.071, -2.212, 0.622)
H (6.445, -2.723, 0.202)
O (-4.408, 6.512, -3.968)
H (-4.000, 6.925, -4.734)
H (-4.450, 5.578, -4.202)
O (2.665, -8.314, 7.482)
H (2.493, -7.395, 7.708)
H (3.422, -8.552, 8.025)
O (-1.396, -5.627, 8.306)
H (-1.875, -6.440, 8.492)
H (-2.062, -4.936, 8.384)
O (1.324, 4.610, -8.696)
H (1.733, 5.007, -9.471)
H (1.264, 3.673, -8.906)
O (6.240, -9.563, -0.814)
H (6.604, -8.671, -0.802)
H (6.708, -9.998, -1.533)

Forces on atoms 1 to 6 (eV/Å):
-0.26 -0.28 -0.11
0.27 0.05 0.11
0.26 -0.35 -0.71
-1.65 0.85 1.31
1.01 -0.71 -0.68
-1.44 1.12 0.78

Output
- energy (a.u.) = -7778.99195
- LUMO level (eV) = 0.971
- Kohn-Sham gap (eV) = 5.873
- spin multiplicity = 1
- net charge = -1
- HOMO level (eV) = -4.903

Entry 2:
Below is a structure of composition C2H4HgO4S, with properties calculated with ωB97M-V/def2-TZVPD.

Cartesian coordinates (Å):
S (1.592, -0.048, 0.323)
O (1.839, -0.923, -0.849)
O (1.246, 1.389, -0.166)
O (-0.059, -0.395, 0.806)
C (-0.910, -1.407, 0.104)
C (-2.300, -0.799, -0.061)
O (-2.284, 0.512, -0.477)
Hg (-0.718, 1.404, -0.008)
H (-0.922, -2.368, 0.637)
H (-0.458, -1.554, -0.889)
H (-2.609, -0.957, 1.032)
H (-2.886, -1.459, -0.728)

Forces on atoms 1 to 6 (eV/Å):
0.97 -1.76 -1.92
-0.44 1.35 1.80
2.31 0.12 0.51
0.61 -4.19 1.33
1.61 0.12 -1.34
0.43 -1.21 2.69

Output
- energy (a.u.) = -931.03537
- energy relative to the best compared isomer or geometry (same formula, charge and spin) (kJ/mol) = 0.00
- LUMO level (eV) = -0.587
- Kohn-Sham gap (eV) = 9.415
- spin multiplicity = 1
- HOMO level (eV) = -10.002

Entry 3:
Below is a structure of composition BrMn, with properties calculated with ωB97M-V/def2-TZVPD.

Cartesian coordinates (Å):
Mn (-0.284, 1.148, 0.261)
Br (0.284, -1.148, -0.261)

Cartesian forces, eV/Å:
0.46 -1.87 -0.43
-0.46 1.87 0.43

Output
- energy (a.u.) = -3724.70161
- energy relative to the best compared isomer or geometry (same formula, charge and spin) (kJ/mol) = 14.58
- LUMO level (alpha / beta) (eV) = -7.884 / -7.917
- ⟨S²⟩ = 8.760
- Kohn-Sham gap (alpha / beta) (eV) = 7.471 / 7.499
- spin multiplicity = 6
- net charge = +1
- HOMO level (alpha / beta) (eV) = -15.355 / -15.416